1.
ORCA calculation (ωB97M-V/def2-TZVPD) on a 7-piece molecular cluster, C46H75N4O16P2S2 overall.

Calculated values
HOMO energy   -10.654 eV
Gap between HOMO and LUMO   6.40 eV
Net charge   +1

Element x y z (Å)
1 C 0.294 0.837 2.407
2 C -1.296 1.119 2.163
3 N -1.632 1.158 0.708
4 C -0.806 2.253 0.094
5 C -1.404 2.883 -1.255
6 C -3.076 1.342 0.456
7 S -3.847 2.663 1.190
8 S -4.130 0.296 -0.624
9 C -3.390 -1.386 -0.875
10 C -3.177 -1.562 -2.481
11 C -2.074 -2.712 -2.824
12 N -0.692 -2.333 -2.394
13 P -0.201 -0.681 -1.949
14 O 0.499 0.026 -3.149
15 C 0.276 -3.280 -2.317
16 N -0.125 -4.635 -2.688
17 P 0.135 -5.018 -4.404
18 C -0.032 -3.488 -5.511
19 O -1.254 -5.985 -4.832
20 N 1.610 -2.975 -1.849
21 C 2.136 -3.896 -0.826
22 C 2.892 -3.182 0.402
23 C 1.970 -2.198 1.264
24 C 0.546 -2.782 1.671
25 O -0.516 -2.088 1.641
26 O 0.357 -4.159 2.056
27 C 2.559 -2.445 -2.845
28 C 3.650 -3.427 -3.446
29 C 4.938 -3.900 -2.670
30 C 6.023 -4.820 -3.270
31 C 5.907 -5.344 -4.722
32 C 6.990 -6.261 -5.461
33 C 4.659 -4.918 -5.532
34 C 3.556 -3.981 -4.916
35 H 0.396 0.038 3.237
36 H 0.825 0.490 1.453
37 H 0.773 1.800 2.785
38 H -1.511 2.099 2.725
39 H -1.901 0.278 2.642
40 H -0.554 3.079 0.855
41 H 0.208 1.777 -0.191
42 H -1.926 2.142 -1.946
43 H -0.505 3.338 -1.825
44 H -2.071 3.778 -0.988
45 H -4.058 -2.241 -0.486
46 H -2.382 -1.502 -0.335
47 H -2.881 -0.558 -2.972
48 H -4.144 -1.904 -2.995
49 H -2.187 -2.916 -3.939
50 H -2.471 -3.658 -2.288
51 H 0.749 -0.748 -0.884
52 H -1.278 0.167 -1.553
53 H 0.235 -5.353 -2.046
54 H -1.130 -3.292 -5.820
55 H 0.337 -2.510 -5.034
56 H 0.601 -3.700 -6.454
57 H -1.908 -5.886 -4.090
58 H 2.813 -4.740 -1.188
59 H 1.220 -4.428 -0.351
60 H 3.730 -2.522 -0.051
61 H 3.426 -3.912 1.105
62 H 2.534 -2.007 2.258
63 H 1.811 -1.160 0.808
64 H -0.525 -4.443 1.702
65 H 3.129 -1.557 -2.368
66 H 1.985 -1.978 -3.732
67 H 5.094 -3.543 -1.585
68 H 6.918 -5.099 -2.629
69 H 6.496 -6.943 -6.227
70 H 7.627 -6.792 -4.680
71 H 7.686 -5.545 -6.042
72 H 4.533 -5.258 -6.625
73 H 2.708 -3.706 -5.619
74 O -0.022 -1.070 5.611
75 C -0.924 -1.868 5.666
76 O -0.999 -2.869 6.584
77 C -2.135 -3.693 6.296
78 C -3.060 -2.824 5.477
79 C -2.091 -1.940 4.721
80 H -1.795 -4.575 5.744
81 H -2.598 -4.019 7.229
82 H -3.729 -3.395 4.832
83 H -3.676 -2.209 6.141
84 H -1.764 -2.400 3.786
85 H -2.509 -0.950 4.538
86 O 0.743 3.858 4.328
87 C 1.635 4.442 3.766
88 O 1.480 5.118 2.595
89 C 2.755 5.598 2.151
90 C 3.615 5.648 3.393
91 C 3.070 4.498 4.214
92 H 3.147 4.905 1.401
93 H 2.638 6.583 1.695
94 H 4.682 5.568 3.181
95 H 3.446 6.590 3.924
96 H 3.558 3.552 3.965
97 H 3.140 4.697 5.283
98 O 0.060 -2.464 -9.619
99 C -0.855 -3.244 -9.554
100 O -0.928 -4.255 -8.644
101 C -2.086 -5.054 -8.916
102 C -3.012 -4.158 -9.705
103 C -2.044 -3.283 -10.474
104 H -1.776 -5.935 -9.486
105 H -2.536 -5.381 -7.977
106 H -3.706 -4.709 -10.342
107 H -3.601 -3.539 -9.021
108 H -1.747 -3.739 -11.421
109 H -2.447 -2.284 -10.637
110 O 0.624 7.392 -1.177
111 C -0.579 7.366 -1.118
112 O -1.334 6.287 -1.464
113 C -2.722 6.634 -1.378
114 C -2.781 7.815 -0.439
115 C -1.464 8.511 -0.705
116 H -3.082 6.883 -2.382
117 H -3.292 5.783 -1.000
118 H -3.652 8.449 -0.599
119 H -2.807 7.463 0.597
120 H -1.538 9.220 -1.533
121 H -1.079 9.001 0.189
122 O 5.204 -2.110 9.726
123 C 4.366 -2.027 8.867
124 O 4.584 -1.475 7.641
125 C 3.352 -1.439 6.910
126 C 2.481 -2.496 7.548
127 C 2.931 -2.464 8.993
128 H 2.923 -0.437 7.000
129 H 3.544 -1.649 5.856
130 H 1.415 -2.309 7.416
131 H 2.709 -3.475 7.114
132 H 2.382 -1.720 9.574
133 H 2.860 -3.447 9.458
134 O -4.750 9.126 1.260
135 C -4.719 9.133 2.465
136 O -5.382 10.034 3.237
137 C -5.040 9.824 4.612
138 C -4.555 8.395 4.688
139 C -3.920 8.195 3.329
140 H -4.264 10.542 4.893
141 H -5.919 9.991 5.239
142 H -3.874 8.215 5.521
143 H -5.408 7.719 4.798
144 H -2.872 8.506 3.318
145 H -4.019 7.164 2.986

2.
ORCA calculation (ωB97M-V/def2-TZVPD) on one molecule with the formula H5NP4.

Calculated values
HOMO energy   -8.485 eV
Gap between HOMO and LUMO   7.51 eV
ΔE to the lowest compared entry with this formula, charge and spin   0.00 kcal per mole

Element x y z (Å)
1 N -0.776 1.998 -1.831
2 P -1.327 0.488 -2.412
3 P -0.814 -0.500 -0.532
4 P 0.865 -1.753 -1.188
5 P 0.310 1.192 0.231
6 H -0.926 2.744 -2.496
7 H 1.434 -1.717 0.088
8 H 0.203 -2.943 -0.909
9 H 0.490 0.525 1.467
10 H -0.815 1.846 0.708

3.
ORCA calculation (ωB97M-V/def2-TZVPD) on C28H28N5O3S2V as an isolated structure.

Calculated values
HOMO energy (alpha / beta)   -2.415 / -4.016 eV
Gap between HOMO and LUMO (alpha / beta)   4.33 / 5.82 eV
2S+1   4
<S²>   3.807
Net charge   -1
ΔE to the lowest compared entry with this formula, charge and spin   0.00 kcal per mole

Element x y z (Å)
1 V -0.214 0.501 0.004
2 C -4.257 4.290 1.348
3 S -2.697 4.612 0.504
4 C -1.907 3.045 0.543
5 S -0.370 3.008 -0.192
6 N -2.596 2.091 1.132
7 N -1.948 0.893 1.108
8 C -2.527 -0.109 1.653
9 C -1.780 -1.366 1.669
10 C -2.197 -2.496 2.364
11 C -1.340 -3.579 2.434
12 C -0.094 -3.508 1.824
13 C 0.235 -2.360 1.119
14 N -0.600 -1.336 1.021
15 H -4.809 5.229 1.312
16 H -4.811 3.508 0.836
17 H -4.085 3.997 2.380
18 H -3.502 -0.006 2.122
19 H -3.160 -2.503 2.855
20 H -1.633 -4.469 2.977
21 H 0.611 -4.325 1.884
22 H 1.176 -2.242 0.596
23 C -0.702 -3.269 -1.986
24 O 0.125 -2.173 -1.707
25 C 0.647 -1.480 -2.770
26 C 0.424 -1.849 -4.086
27 C 1.042 -1.163 -5.129
28 C 1.888 -0.108 -4.832
29 C 2.083 0.281 -3.515
30 C 1.449 -0.364 -2.451
31 N 1.565 0.057 -1.124
32 N 2.723 0.704 -0.942
33 C 3.048 1.214 0.263
34 C 2.260 1.218 1.439
35 O 1.020 0.776 1.478
36 C 2.825 1.687 2.647
37 C 4.088 2.193 2.731
38 C 4.900 2.267 1.566
39 C 6.205 2.807 1.607
40 C 6.984 2.871 0.484
41 C 6.478 2.385 -0.735
42 C 5.216 1.854 -0.800
43 C 4.386 1.783 0.342
44 H -0.205 -4.005 -2.628
45 H -0.930 -3.733 -1.026
46 H -1.639 -2.957 -2.460
47 H -0.225 -2.683 -4.317
48 H 0.859 -1.464 -6.152
49 H 2.382 0.436 -5.627
50 H 2.710 1.128 -3.277
51 H 2.182 1.644 3.519
52 H 4.482 2.553 3.674
53 H 6.580 3.176 2.555
54 H 7.982 3.291 0.533
55 H 7.089 2.430 -1.629
56 H 4.826 1.471 -1.732
57 C -1.499 1.412 -3.555
58 C -2.148 0.477 -2.539
59 C -3.505 1.011 -2.078
60 O -1.314 0.269 -1.460
61 H -2.168 1.589 -4.402
62 H -0.568 0.985 -3.926
63 H -1.273 2.367 -3.075
64 H -2.326 -0.490 -3.048
65 H -3.389 2.018 -1.669
66 H -3.915 0.373 -1.292
67 H -4.215 1.051 -2.908

4.
ORCA calculation (ωB97M-V/def2-TZVPD) on one molecule with the formula C4H12N2O.

Calculated values
HOMO energy   -8.563 eV
Gap between HOMO and LUMO   9.38 eV
ΔE to the lowest compared entry with this formula, charge and spin   51.91 kcal per mole

Element x y z (Å)
1 N -1.059 2.000 1.465
2 C 0.383 2.013 1.307
3 N 1.028 1.022 0.396
4 C 0.429 -0.295 0.432
5 C 0.867 -1.243 -0.756
6 C -0.343 -1.585 -1.696
7 O -1.075 -2.721 -1.224
8 H -1.612 2.305 0.680
9 H -1.380 1.114 1.817
10 H 0.590 3.035 0.964
11 H 0.880 1.848 2.273
12 H 1.279 1.307 -0.536
13 H 0.546 -0.801 1.410
14 H -0.623 -0.081 0.175
15 H 1.806 -0.961 -1.245
16 H 1.035 -2.164 -0.203
17 H -1.060 -0.743 -1.769
18 H 0.135 -1.785 -2.653
19 H -1.826 -2.266 -0.840

5.
ORCA calculation (ωB97M-V/def2-TZVPD) on a 13-piece molecular cluster, C24H45BrCl24FO2P overall.

Calculated values
HOMO energy   -8.308 eV
Gap between HOMO and LUMO   8.59 eV

Element x y z (Å)
1 C -4.402 -1.297 0.160
2 C -3.486 -0.070 0.124
3 C -2.069 -0.216 0.688
4 Br -2.031 -1.147 2.424
5 C -0.996 -0.721 -0.262
6 C 0.449 -0.522 0.237
7 O 0.886 0.407 0.848
8 O 1.197 -1.580 -0.195
9 C 0.502 -2.026 -1.385
10 C -0.962 -2.142 -0.909
11 C -1.007 -3.350 0.023
12 C -0.523 -4.665 -0.616
13 F -2.312 -3.577 0.478
14 P -2.081 -2.174 -2.441
15 C -2.851 -3.852 -2.581
16 C -1.000 -2.118 -3.946
17 C -1.859 -2.413 -5.198
18 H -5.380 -0.970 0.512
19 H -4.082 -2.086 0.833
20 H -4.581 -1.695 -0.839
21 H -3.360 0.217 -0.924
22 H -3.949 0.785 0.616
23 H -1.740 0.786 0.964
24 H -1.092 -0.054 -1.132
25 H 0.638 -1.199 -2.090
26 H 0.949 -2.877 -1.886
27 H -0.391 -3.152 0.900
28 H 0.306 -5.091 -0.056
29 H -1.342 -5.383 -0.566
30 H -0.285 -4.559 -1.672
31 H -3.288 -4.160 -1.636
32 H -3.601 -3.799 -3.367
33 H -2.117 -4.601 -2.891
34 H -0.177 -2.834 -3.889
35 H -0.616 -1.102 -4.022
36 H -2.904 -2.158 -5.018
37 H -1.481 -1.793 -6.009
38 H -1.764 -3.464 -5.453
39 C -1.592 -6.410 -7.049
40 Cl -0.411 -5.100 -7.184
41 Cl -2.827 -6.076 -5.828
42 H -2.080 -6.534 -8.009
43 H -1.069 -7.317 -6.770
44 C 3.800 2.396 -0.125
45 Cl 5.152 3.516 0.150
46 Cl 4.134 1.279 -1.446
47 H 3.638 1.819 0.778
48 H 2.924 2.981 -0.376
49 C -7.469 -1.750 2.949
50 Cl -6.169 -0.549 2.938
51 Cl -7.306 -2.939 1.653
52 H -7.445 -2.272 3.898
53 H -8.414 -1.235 2.827
54 C 0.015 4.593 -1.285
55 Cl 0.076 3.037 -2.124
56 Cl 1.574 5.008 -0.558
57 H -0.239 5.360 -2.004
58 H -0.742 4.539 -0.509
59 C 8.306 2.660 1.638
60 Cl 8.295 1.013 2.284
61 Cl 9.814 3.026 0.785
62 H 7.477 2.761 0.946
63 H 8.196 3.354 2.465
64 C -4.134 4.962 -1.363
65 Cl -5.386 3.888 -1.991
66 Cl -3.121 4.169 -0.147
67 H -3.503 5.276 -2.187
68 H -4.610 5.819 -0.902
69 C 10.645 4.468 4.137
70 Cl 11.984 5.610 4.286
71 Cl 9.373 4.777 5.328
72 H 10.220 4.562 3.145
73 H 11.026 3.464 4.290
74 C 5.050 -0.350 2.822
75 Cl 6.093 -1.758 2.569
76 Cl 3.498 -0.502 1.995
77 H 4.870 -0.240 3.885
78 H 5.567 0.520 2.434
79 C 8.171 -4.422 4.470
80 Cl 8.298 -6.016 3.716
81 Cl 9.734 -3.852 5.069
82 H 7.806 -3.718 3.734
83 H 7.483 -4.487 5.304
84 C 1.587 9.116 -1.351
85 Cl 0.531 7.891 -2.067
86 Cl 1.854 10.478 -2.441
87 H 1.121 9.482 -0.444
88 H 2.542 8.654 -1.129
89 C -1.100 5.036 3.354
90 Cl -1.033 6.234 2.052
91 Cl -2.274 3.751 3.038
92 H -0.119 4.587 3.457
93 H -1.385 5.543 4.268
94 C -11.255 -3.822 2.159
95 Cl -10.590 -4.676 0.764
96 Cl -10.167 -3.867 3.554
97 H -11.423 -2.787 1.886
98 H -12.188 -4.297 2.440

6.
ORCA calculation (ωB97M-V/def2-TZVPD) on C19H35AuCl3N2O6SSi as an isolated structure.

Calculated values
HOMO energy   -12.163 eV
Gap between HOMO and LUMO   7.57 eV
Net charge   +1
ΔE to the lowest compared entry with this formula, charge and spin   0.00 kcal per mole

Element x y z (Å)
1 Au -0.415 1.615 -1.211
2 Cl -2.617 1.446 -5.370
3 C -3.558 1.944 -3.936
4 Cl -4.510 3.361 -4.313
5 Cl -4.602 0.625 -3.410
6 C -2.503 2.276 -2.851
7 O -2.219 3.398 -2.535
8 O -1.936 1.181 -2.386
9 C 0.012 0.651 4.213
10 C 1.189 0.871 3.278
11 C 2.442 0.191 3.798
12 C 1.416 2.359 3.064
13 O 0.940 0.283 1.948
14 Si -0.371 -0.471 1.258
15 S -1.713 1.063 0.608
16 O 0.230 -1.089 -0.125
17 C 1.349 -2.002 -0.330
18 C 2.574 -1.152 -0.633
19 C 0.972 -2.865 -1.520
20 C 1.574 -2.858 0.907
21 O -1.050 -1.475 2.303
22 C -2.278 -2.263 2.285
23 C -2.548 -2.772 0.879
24 C -2.031 -3.412 3.246
25 C -3.403 -1.368 2.778
26 H 0.236 1.122 5.171
27 H -0.168 -0.407 4.380
28 H -0.899 1.107 3.817
29 H 2.731 0.619 4.759
30 H 3.269 0.321 3.100
31 H 2.265 -0.876 3.938
32 H 1.597 2.845 4.022
33 H 0.533 2.822 2.615
34 H 2.297 2.540 2.441
35 H 2.383 -0.511 -1.496
36 H 3.430 -1.787 -0.862
37 H 2.832 -0.530 0.226
38 H 0.798 -2.241 -2.396
39 H 0.067 -3.435 -1.309
40 H 1.776 -3.566 -1.749
41 H 1.826 -2.245 1.774
42 H 2.404 -3.542 0.727
43 H 0.688 -3.450 1.142
44 H -1.726 -3.397 0.528
45 H -2.689 -1.947 0.179
46 H -3.457 -3.375 0.877
47 H -1.196 -4.026 2.906
48 H -2.918 -4.042 3.313
49 H -1.801 -3.032 4.242
50 H -3.573 -0.539 2.088
51 H -3.164 -0.966 3.763
52 H -4.329 -1.938 2.854
53 N 0.381 0.078 -3.881
54 C 0.875 1.345 -3.960
55 C 1.642 1.766 -5.059
56 C 2.123 3.047 -5.095
57 C 1.841 3.930 -4.044
58 C 1.105 3.460 -2.997
59 N 0.653 2.186 -2.938
60 H 0.450 -0.473 -4.721
61 H -0.487 -0.053 -3.379
62 H 1.823 1.073 -5.868
63 H 2.705 3.380 -5.944
64 H 2.183 4.954 -4.053
65 H 0.837 4.095 -2.163
66 O 1.243 1.984 -0.029
67 H 1.190 2.854 0.396
68 H 1.278 1.314 0.744

7.
ORCA calculation (ωB97M-V/def2-TZVPD) on a 2-piece molecular cluster, C5H12O overall.

Calculated values
HOMO energy   -8.865 eV
Gap between HOMO and LUMO   10.03 eV
ΔE to the lowest compared entry with this formula, charge and spin   46.99 kcal per mole

Element x y z (Å)
1 C -3.046 0.456 -0.930
2 C -1.768 0.786 -0.776
3 O -0.801 -0.136 -0.531
4 C 0.447 0.391 -0.105
5 C 1.454 -0.742 -0.056
6 C 2.837 -0.249 0.366
7 H -3.780 1.219 -1.157
8 H -3.375 -0.575 -0.843
9 H -1.417 1.817 -0.852
10 H 0.338 0.855 0.888
11 H 0.781 1.171 -0.807
12 H 1.088 -1.505 0.641
13 H 1.499 -1.210 -1.047
14 H 3.551 -1.077 0.409
15 H 2.809 0.219 1.357
16 H 3.229 0.491 -0.342
17 H -2.057 -1.010 2.236
18 H -1.788 -0.901 1.550

8.
ORCA calculation (ωB97M-V/def2-TZVPD) on a 2-piece molecular cluster, C5H8 overall.

Calculated values
HOMO energy   -7.590 eV
Gap between HOMO and LUMO   8.66 eV
ΔE to the lowest compared entry with this formula, charge and spin   126.23 kcal per mole

Element x y z (Å)
1 C 0.255 -1.639 -0.217
2 C -0.424 -1.058 -1.176
3 C -0.076 -0.294 0.030
4 C -1.137 0.087 1.043
5 C 1.383 1.371 -0.390
6 H 0.487 -2.477 0.374
7 H -0.908 -1.068 -2.119
8 H -0.502 0.419 1.754
9 H -1.643 -0.878 1.266
10 H -1.666 0.981 0.654
11 H 0.804 1.705 -1.195
12 H 2.281 0.948 -0.498
13 H 1.146 1.903 0.474

9.
ORCA calculation (ωB97M-V/def2-TZVPD) on a 2-piece molecular cluster, C2H7N overall.

Calculated values
HOMO energy   -8.695 eV
Gap between HOMO and LUMO   9.36 eV
ΔE to the lowest compared entry with this formula, charge and spin   52.95 kcal per mole

Element x y z (Å)
1 C -0.907 1.821 3.348
2 N -1.305 0.711 3.781
3 H -0.008 2.363 3.663
4 H -1.530 2.379 2.621
5 H -2.173 0.605 4.287
6 C 1.168 -1.567 -3.526
7 H 0.641 -1.055 -2.730
8 H 2.178 -1.164 -3.587
9 H 1.160 -2.636 -3.320
10 H 0.775 -1.457 -4.536